Record 1
Formula: C16H27BF4FeN2O8PSe
Source: the OMol25 dataset
Level of theory: ωB97M-V/def2-TZVPD

Calculated values
E_HOMO (spin up / spin down) (Eh): -0.0881 / -0.0854
Orbital gap (spin up / spin down) (eV): 6.846 / 6.750
Net charge: -2
LUMO energy (spin up / spin down) (eV): 4.449 / 4.426
⟨S²⟩: 8.770
Spin multiplicity: 6
Relative energy (zero: lowest compared OMol25 entry of this formula, charge and spin) (eV): 1.6061

Structure (XYZ):
```
61
Properties=species:S:1:pos:R:3:mulliken_charge:R:1
Fe 1.289 -1.148 1.653 1.608
N -1.821 -1.340 2.706 -0.677
N -1.751 -2.733 2.909 -0.210
C -0.525 -3.441 3.010 0.504
O -0.606 -4.583 3.480 -0.824
O 0.522 -2.849 2.597 -0.707
H -1.088 -0.878 3.240 0.213
H -1.610 -1.169 1.728 0.397
H -2.431 -3.054 3.574 0.251
C -1.392 -5.791 -2.367 -0.814
O -0.974 -4.828 -3.310 -0.484
C -0.496 -3.651 -2.801 1.270
C 0.149 -2.810 -3.732 -0.970
C 0.709 -1.642 -3.294 -0.952
C 0.646 -1.233 -1.949 0.268
C 1.308 -0.060 -1.460 1.292
C 1.911 0.951 -2.408 -1.886
O 1.419 0.192 -0.248 0.199
C -0.069 -2.057 -1.008 -0.763
O -0.245 -1.730 0.204 0.427
C -0.613 -3.288 -1.488 -0.656
H -1.596 -6.701 -2.930 0.227
H -2.301 -5.479 -1.844 0.296
H -0.612 -5.986 -1.626 0.364
H 0.227 -3.127 -4.764 0.384
H 1.247 -1.033 -4.010 0.322
H 1.489 0.900 -3.409 0.476
H 2.988 0.774 -2.448 0.326
H 1.728 1.941 -1.991 0.247
H -1.093 -3.908 -0.744 0.420
C -2.444 3.901 3.236 -1.482
C -1.498 2.793 2.806 0.180
O -1.588 2.660 1.395 -0.196
P -0.438 1.675 0.671 0.183
O 0.571 2.909 0.234 -0.453
C 1.902 3.005 0.738 0.639
C 2.312 4.467 0.695 -1.517
O -1.226 1.493 -0.740 -0.120
C -1.770 2.560 -1.512 -0.215
C -3.239 2.812 -1.194 -1.157
H -2.440 3.995 4.324 0.431
H -3.455 3.674 2.896 0.286
H -2.137 4.850 2.794 0.314
H -1.774 1.848 3.284 0.156
H -0.473 3.025 3.113 0.297
H 2.567 2.395 0.125 -0.046
H 1.956 2.625 1.760 0.036
H 2.274 4.842 -0.330 0.318
H 3.327 4.582 1.080 0.411
H 1.636 5.065 1.309 0.310
H -1.674 2.248 -2.556 0.332
H -1.184 3.468 -1.359 0.221
H -3.790 1.872 -1.247 0.271
H -3.666 3.520 -1.909 0.403
H -3.334 3.211 -0.188 0.157
Se 1.417 0.341 3.312 -0.748
F 3.203 -1.767 0.808 -0.599
B 4.379 -2.025 -0.019 0.207
F 4.432 -3.388 -0.292 -0.381
F 4.234 -1.278 -1.195 -0.412
F 5.509 -1.613 0.688 -0.375
```

***

Record 2
Formula: C4H5LiNaO
Source: the OMol25 dataset
Level of theory: ωB97M-V/def2-TZVPD

Calculated values
E_HOMO (Eh): -0.4280
Orbital gap (eV): 7.453
Net charge: +1
LUMO energy (eV): -4.194
Spin multiplicity: 1
Relative energy (zero: lowest compared OMol25 entry of this formula, charge and spin) (eV): 3.5076

Structure (XYZ):
```
12
Properties=species:S:1:pos:R:3:mulliken_charge:R:1
C 1.154 0.175 1.151 -0.655
C 1.722 0.705 2.093 -0.056
H 2.246 1.242 2.866 0.391
C 0.676 -0.086 -0.591 -0.572
C -0.656 -0.716 -0.945 0.017
O -1.753 -0.104 -0.518 -1.003
Na -1.411 1.105 1.375 0.908
H 1.501 -0.523 -1.169 0.397
H 0.559 0.979 -0.853 0.280
H -0.006 -1.435 -0.068 0.118
H -0.681 -1.043 -2.003 0.301
Li -3.350 -0.300 -1.338 0.875
```

***

Record 3
Formula: C2H8Cl2N2Si
Source: the OMol25 dataset
Level of theory: ωB97M-V/def2-TZVPD

Calculated values
E_HOMO (Eh): -0.2947
Orbital gap (eV): 7.044
Net charge: 0
LUMO energy (eV): -0.974
Spin multiplicity: 1
Relative energy (zero: lowest compared OMol25 entry of this formula, charge and spin) (eV): 2.7071

Structure (XYZ):
```
15
Properties=species:S:1:pos:R:3:mulliken_charge:R:1
C -0.369 1.521 -1.483 -0.743
C -0.699 -1.841 1.441 -0.830
N 0.910 0.571 0.388 -0.783
N -0.343 0.665 -0.246 0.460
Si -1.398 -0.553 0.241 0.489
Cl 2.139 -1.636 -0.971 -0.625
Cl -3.198 -0.858 -0.705 -0.197
H 0.084 0.787 -2.173 0.293
H -1.441 1.725 -1.548 0.250
H 0.201 2.324 -1.247 0.339
H -0.977 -2.833 1.140 0.341
H 0.467 -1.614 1.440 0.255
H -1.080 -1.904 2.495 0.374
H 1.493 1.381 0.248 0.280
H 1.502 -0.385 -0.045 0.097
```

***

Table of F_max (eV/Å), in record order: 1.97 5.82 5.11
Table of E_tot (a.u.), in record order: -5768.53298 -400.14525 -1400.34661